Version P
Here is the molecule C7H12 from OMol25. Energies are from ωB97M-V/def2-TZVPD.

## Properties
- Kohn-Sham gap: 10.733 eV
- HOMO: -0.3503 Ha
- SMILES: CC[C@H]1C[C@H]2C[C@@H]12

```
19
Properties=species:S:1:pos:R:3:nbo_charge:R:1
C -1.70787 -1.07634 -1.15193 -0.604
C -1.27262 0.32141 -0.70921 -0.405
C -0.45826 0.36927 0.59619 -0.204
C 0.45438 -0.83217 1.01540 -0.397
C 1.66067 0.09962 1.02369 -0.224
C 1.82214 0.75054 -0.31471 -0.429
C 0.78365 1.27309 0.63057 -0.220
H -2.34783 -1.01987 -2.03916 0.210
H -2.26693 -1.59819 -0.36672 0.202
H -0.84495 -1.69901 -1.41192 0.200
H -0.68915 0.77912 -1.51788 0.200
H -2.16560 0.94813 -0.59112 0.202
H -1.12381 0.61064 1.43220 0.207
H 0.51242 -1.68908 0.33547 0.197
H 0.19440 -1.19777 2.01313 0.211
H 2.47251 0.06983 1.74408 0.214
H 2.70731 1.37096 -0.42922 0.222
H 1.52680 0.22468 -1.22365 0.203
H 0.81548 2.29297 1.00382 0.216
```

---

Version Q
Here is the molecule C7H12 from OMol25. Energies are from ωB97M-V/def2-TZVPD.

## Properties
- Kohn-Sham gap: 10.508 eV
- HOMO: -0.3454 Ha
- SMILES: C=C=CCCCC

```
19
Properties=species:S:1:pos:R:3:nbo_charge:R:1
C -3.07592 0.93186 -0.17560 -0.602
C -1.93831 0.03500 -0.66132 -0.392
C -0.69078 0.15108 0.21461 -0.385
C 0.46464 -0.75255 -0.23161 -0.413
C 1.64972 -0.64311 0.69767 -0.277
C 2.88096 -0.33778 0.38091 0.095
C 4.13113 -0.04640 0.13467 -0.496
H -3.37011 0.67271 0.84861 0.201
H -2.77379 1.98590 -0.17510 0.202
H -3.96318 0.83921 -0.81094 0.210
H -2.27660 -1.01037 -0.67970 0.194
H -1.68206 0.29256 -1.69813 0.195
H -0.95762 -0.09305 1.25368 0.193
H -0.34656 1.19426 0.22524 0.199
H 0.11572 -1.79576 -0.24384 0.207
H 0.76365 -0.50757 -1.25773 0.211
H 1.45139 -0.82559 1.75534 0.220
H 4.48882 0.98062 0.14957 0.219
H 4.86114 -0.82465 -0.07599 0.219
```

---

Most stable pick: version Q. Distance to second place: 0.066 eV.

---

Version P
Here is the molecule C7H12 from OMol25. Energies are from ωB97M-V/def2-TZVPD.

## Properties
- Kohn-Sham gap: 9.858 eV
- HOMO: -0.3215 Ha
- SMILES: C=CC[C@@H](C)C=C

```
19
Properties=species:S:1:pos:R:3:nbo_charge:R:1
C 0.81532 0.81058 -1.51904 -0.606
C -0.54358 0.68119 -0.82672 -0.261
C -1.13086 -0.71677 -0.75189 -0.176
C -0.44401 -1.85286 -0.70601 -0.392
C 0.99056 -0.61987 1.66809 -0.453
C -0.03711 0.22013 1.73266 -0.171
C -0.55097 1.14346 0.67784 -0.457
H 0.76931 0.47237 -2.56096 0.214
H 1.12838 1.86111 -1.51534 0.214
H 1.59612 0.23535 -1.01453 0.201
H -1.25289 1.30352 -1.40011 0.213
H -2.19568 -0.76010 -0.52097 0.197
H -0.92743 -2.78550 -0.42985 0.203
H 0.60971 -1.89635 -0.96454 0.187
H 1.32655 -1.11684 2.56584 0.202
H 1.55980 -0.81699 0.76754 0.189
H 0.26340 1.73825 1.18982 0.272
H -0.44626 0.51076 2.69115 0.202
H -1.53037 1.58856 0.91704 0.219
```

---

Version Q
Here is the molecule C7H12 from OMol25. Energies are from ωB97M-V/def2-TZVPD.

## Properties
- Kohn-Sham gap: 9.213 eV
- HOMO: -0.2983 Ha
- SMILES: C[C@H]1[C@H]2CCC[C@@H]12

```
19
Properties=species:S:1:pos:R:3:nbo_charge:R:1
C 1.15847 -0.69108 -1.68748 -0.625
C -0.25575 -0.39182 -1.29400 -0.174
C -1.31999 -0.44642 0.03259 -0.280
C -0.87431 -0.58641 1.48632 -0.421
C 0.39443 0.24966 1.63158 -0.406
C 0.26982 1.33702 0.53702 -0.409
C -0.69293 0.80437 -0.56016 -0.234
H 1.28084 -1.70739 -2.08274 0.212
H 1.38410 -0.00492 -2.51727 0.213
H 1.88004 -0.50246 -0.89433 0.210
H -0.90713 -0.61851 -2.15725 0.195
H -1.53246 -1.30934 -0.52324 0.271
H -1.65885 -0.20756 2.16222 0.206
H -0.72529 -1.63500 1.74058 0.209
H 0.48276 0.66263 2.64306 0.210
H 1.27859 -0.37933 1.47745 0.198
H 1.25567 1.63444 0.15533 0.211
H -0.18260 2.23502 0.97043 0.211
H -1.23541 1.55710 -1.12011 0.203
```

---

Version R
Here is the molecule C7H12 from OMol25. Energies are from ωB97M-V/def2-TZVPD.

## Properties
- Kohn-Sham gap: 10.888 eV
- HOMO: -0.3579 Ha
- SMILES: CC1CC2(CC2)C1

```
19
Properties=species:S:1:pos:R:3:nbo_charge:R:1
C -2.59498 0.01139 -0.00583 -0.612
C -1.12008 -0.41521 0.08236 -0.193
C -0.21696 0.37918 -0.88538 -0.387
C 0.92146 0.20147 0.09143 -0.060
C 1.98076 -0.82297 -0.19864 -0.419
C 2.34385 0.63577 -0.06597 -0.417
C -0.10641 0.01800 1.21557 -0.386
H -2.94229 -0.17929 -1.03499 0.211
H -2.73369 1.08910 0.15978 0.201
H -3.28441 -0.52584 0.65508 0.210
H -1.04167 -1.49062 -0.07949 0.200
H -0.09666 0.01773 -1.90883 0.202
H -0.54824 1.42787 -0.89767 0.196
H 1.98357 -1.27052 -1.19055 0.208
H 2.29800 -1.49225 0.59977 0.209
H 2.59341 1.17566 -0.97888 0.215
H 2.92742 0.92867 0.80161 0.216
H -0.59296 0.91556 1.57958 0.200
H 0.22989 -0.60369 2.06105 0.207
```

---

Version S
Here is a structure of composition C7H12 from OMol25. Energies are from ωB97M-V/def2-TZVPD.

## Properties
- Kohn-Sham gap: 7.686 eV
- HOMO: -0.2755 Ha

```
19
Properties=species:S:1:pos:R:3:nbo_charge:R:1
C 2.52630 -0.31537 -0.86911 -0.768
C 0.18332 -0.31631 -1.43176 -0.023
C -0.37338 -1.01845 -0.20264 -0.511
C -1.41759 -0.05741 0.40819 -0.273
C -1.34963 0.03591 1.92362 -0.597
C -1.10367 1.23834 -0.28277 -0.105
C -0.16039 1.08911 -1.23255 -0.325
H 2.38715 0.28578 0.03610 0.212
H 2.88772 -1.30310 -0.56838 0.213
H 3.27313 0.18670 -1.48839 0.217
H 1.55798 -0.53510 -1.60341 0.238
H -0.80322 -1.99969 -0.43370 0.224
H 0.41425 -1.19778 0.54176 0.232
H -2.42324 -0.39463 0.11600 0.214
H -0.34934 0.37147 2.22361 0.204
H -1.53426 -0.94547 2.37518 0.212
H -2.08970 0.74860 2.30028 0.209
H -1.61692 2.16912 -0.03857 0.209
H 0.17900 1.89747 -1.87552 0.218
```

---

Most stable pick: version R. Distance to second place: 0.850 eV.

---

Version P
Here is a cluster of 2 separate species, C7H12 in total from OMol25. Energies are from ωB97M-V/def2-TZVPD.

## Properties
- Kohn-Sham gap: 9.114 eV
- HOMO: -0.3307 Ha
- SMILES: C[C@@H]1C#C[C@H](C)C1.[H][H]

```
19
Properties=species:S:1:pos:R:3:nbo_charge:R:1
C -2.23175 -0.25903 -0.32036 -0.606
C -1.10265 0.64137 0.16001 -0.187
C -0.09606 -0.13152 1.10990 -0.386
C 1.35238 0.34531 0.70804 -0.295
C 2.40602 -0.74759 0.64334 -0.598
C 0.84211 0.88472 -0.56146 0.094
C -0.24670 1.32037 -0.96266 -0.158
H -1.83943 -1.12345 -0.86823 0.208
H -2.79205 -0.63690 0.54555 0.209
H -2.92345 0.27904 -0.97455 0.222
H -1.52923 1.49390 0.69846 0.214
H -0.31220 0.03507 2.17122 0.214
H -0.17237 -1.21042 0.92217 0.206
H 1.68176 1.16337 1.35786 0.220
H 2.07117 -1.57009 0.00255 0.212
H 2.60939 -1.14205 1.64395 0.213
H 3.34134 -0.35392 0.23331 0.217
H -0.18543 0.54958 -3.12287 0.016
H -0.87287 0.46226 -3.38623 -0.015
```

---

Version Q
Here is the molecule C7H12 from OMol25. Energies are from ωB97M-V/def2-TZVPD.

## Properties
- Kohn-Sham gap: 10.110 eV
- HOMO: -0.3314 Ha
- SMILES: C=C(C)C/C=C/C

```
19
Properties=species:S:1:pos:R:3:nbo_charge:R:1
C 1.06818 -1.63620 0.80785 -0.654
C 0.81216 -0.26563 1.43205 0.079
C 1.58969 0.31279 2.39301 -0.447
C -0.55421 0.45498 1.08796 -0.492
C -1.08763 0.22079 -0.30216 -0.191
C -0.53959 0.62740 -1.46040 -0.191
C -1.12672 0.69164 -2.90496 -0.665
H 1.97624 -1.94534 1.10193 0.211
H 1.09093 -1.72575 -0.25587 0.228
H 0.33866 -2.32377 1.30545 0.213
H 2.34042 -0.07006 3.09567 0.209
H 1.23585 1.27700 2.72327 0.183
H -1.20955 0.05029 1.87719 0.233
H -0.27459 1.47747 1.06051 0.237
H -2.08354 -0.28452 -0.44629 0.198
H 0.52678 1.06309 -1.42503 0.187
H -0.61937 0.02228 -3.62459 0.222
H -2.18401 0.27243 -3.10803 0.214
H -1.29971 1.78111 -3.35754 0.226
```

---

Version R
Here is the molecule C7H12 from OMol25. Energies are from ωB97M-V/def2-TZVPD.

## Properties
- Kohn-Sham gap: 7.696 eV
- HOMO: -0.2705 Ha
- SMILES: C=C/C(=C/C)CC

```
19
Properties=species:S:1:pos:R:3:nbo_charge:R:1
C 2.30485 -0.36800 -0.68410 -0.603
C 1.10365 -0.77881 0.12498 -0.453
C 0.35812 0.40684 0.70853 -0.084
C -0.34383 1.23265 -0.16694 -0.026
C -1.12761 0.87112 -1.39460 -0.690
C -1.58291 -0.87287 1.54340 -0.508
C -0.82375 0.21543 1.58505 -0.190
H 2.03471 0.26828 -1.53181 0.203
H 2.87084 -1.22319 -1.05072 0.213
H 2.95954 0.27572 -0.09003 0.212
H 1.33704 -1.50588 0.90400 0.217
H 0.29882 -1.25724 -0.45030 0.197
H -0.50634 2.26890 0.13696 0.197
H -2.11627 0.51154 -1.09463 0.247
H -0.69393 -0.02580 -1.84056 0.219
H -1.20649 1.67016 -2.12627 0.229
H -1.43874 -1.68942 0.85378 0.190
H -2.44551 -0.93488 2.18946 0.205
H -0.98221 0.93547 2.38380 0.225
```

---

Version S
Here is the molecule C7H12 from OMol25. Energies are from ωB97M-V/def2-TZVPD.

## Properties
- Kohn-Sham gap: 9.191 eV
- HOMO: -0.3026 Ha
- SMILES: C=C(/C=C/C)CC

```
19
Properties=species:S:1:pos:R:3:nbo_charge:R:1
C 1.03473 1.99644 0.86696 -0.606
C 0.89413 0.50721 1.25153 -0.433
C -0.45243 -0.09318 0.93193 -0.008
C -1.28240 -0.60432 1.86050 -0.384
C -0.12278 -0.88230 -2.81604 -0.654
C 0.30418 -0.58843 -1.43386 -0.200
C -0.63706 -0.55214 -0.46363 -0.208
H 2.10078 2.23278 0.85664 0.205
H 0.66181 2.58266 1.70400 0.207
H 0.61045 2.31812 -0.08146 0.219
H 1.70678 -0.00702 0.73214 0.205
H 1.04621 0.27521 2.30838 0.208
H -0.91294 -0.66909 2.87108 0.199
H -2.19087 -1.06734 1.51105 0.198
H 0.02755 0.02847 -3.43121 0.217
H 0.31811 -1.65112 -3.46687 0.216
H -1.17442 -1.12891 -2.97475 0.212
H 1.36548 -0.70180 -1.23747 0.207
H -1.59026 -1.04196 -0.67483 0.199
```

---

Most stable pick: version S. Distance to second place: 0.744 eV.

---

Version P
Here is the molecule C7H12 from OMol25. Energies are from ωB97M-V/def2-TZVPD.

## Properties
- Kohn-Sham gap (alpha / beta): 7.863 / 8.406 eV
- HOMO (alpha / beta): -0.2609 / -0.2731 Ha

```
19
Properties=species:S:1:pos:R:3:nbo_charge:R:1
C -0.51161 0.78423 -1.40307 0.115
C -1.02795 1.65635 -0.59175 -0.330
C 0.21003 -0.50863 -1.63575 -0.541
C 0.60081 -0.94169 -0.27633 0.125
C -1.14401 1.70643 0.92045 -0.642
C 1.84522 -0.40128 0.34028 -0.669
C -0.35150 -1.74595 0.53890 -0.670
H -1.44861 2.53703 -1.07707 0.213
H -0.47461 -1.21193 -2.11692 0.230
H 1.06230 -0.33758 -2.29731 0.224
H -1.90264 2.43095 1.20923 0.215
H -0.19404 2.00775 1.36011 0.215
H -1.41645 0.73582 1.32527 0.213
H 2.69851 -0.56523 -0.32267 0.214
H 2.03874 -0.89232 1.29223 0.216
H 1.79347 0.67347 0.52303 0.220
H -0.24806 -1.55178 1.60563 0.212
H -0.14838 -2.80930 0.36705 0.221
H -1.38124 -1.56634 0.23868 0.220
```

---

Version Q
Here is the molecule C7H12 from OMol25. Energies are from ωB97M-V/def2-TZVPD.

## Properties
- Kohn-Sham gap: 10.379 eV
- HOMO: -0.3412 Ha
- SMILES: C=CCC(=C)CC

```
19
Properties=species:S:1:pos:R:3:nbo_charge:R:1
C 0.61266 -2.12292 1.20911 -0.601
C -0.69727 -1.55848 0.62613 -0.435
C -0.59154 -0.05917 0.46118 0.052
C -0.82146 0.74398 1.48620 -0.429
C -0.18311 0.35418 -0.92981 -0.488
C 0.20066 1.79956 -1.11673 -0.163
C 0.96041 2.25488 -2.09467 -0.392
H 1.36565 -2.22130 0.42219 0.204
H 0.96744 -1.57666 2.07329 0.214
H 0.48141 -3.19501 1.42953 0.208
H -1.53332 -1.81059 1.28201 0.210
H -0.88823 -2.05348 -0.32367 0.205
H -0.80371 1.82234 1.41587 0.195
H -1.09247 0.32829 2.44932 0.197
H -1.00656 0.12441 -1.60679 0.227
H 0.67112 -0.25884 -1.22174 0.219
H -0.27753 2.48811 -0.42920 0.195
H 1.29073 3.28411 -2.21494 0.198
H 1.34513 1.65659 -2.91726 0.186
```

---

Version R
Here is a structure of composition C7H12 from OMol25. Energies are from ωB97M-V/def2-TZVPD.

## Properties
- Kohn-Sham gap: 8.644 eV
- HOMO: -0.3028 Ha

```
19
Properties=species:S:1:pos:R:3:nbo_charge:R:1
C 2.43358 -1.22123 -1.22158 0.025
C 2.86053 -2.44339 -1.09294 -0.683
C -0.28806 -0.40744 0.70075 -0.226
C -0.46396 0.99917 0.73070 0.075
C 0.18896 -0.99970 -0.57249 -0.548
C -0.82433 1.65100 2.10107 -0.643
C -0.50251 1.91322 -0.49295 -0.665
H 3.85357 -2.58961 -1.49941 0.268
H 2.51843 -3.51633 -0.94301 0.247
H -0.25272 -1.05191 1.57453 0.206
H -0.23639 -0.42794 -1.38459 0.216
H -0.06828 -1.97530 -0.46988 0.217
H 1.28392 -0.69803 -0.68296 0.208
H -1.73826 2.31825 2.17777 0.210
H -0.05610 2.33645 2.29796 0.213
H -0.89737 0.83434 2.79841 0.215
H -1.18670 2.73161 -0.22901 0.217
H -0.95149 1.31398 -1.31031 0.218
H 0.42680 2.36626 -0.78472 0.232
```

---

Version S
Here is the molecule C7H12 from OMol25. Energies are from ωB97M-V/def2-TZVPD.

## Properties
- Kohn-Sham gap: 8.265 eV
- HOMO: -0.2761 Ha

```
19
Properties=species:S:1:pos:R:3:nbo_charge:R:1
C -3.29170 0.43300 -0.28246 -0.603
C -2.01812 -0.19602 -0.84670 -0.391
C -0.74223 0.43418 -0.28783 -0.423
C 0.55001 -0.17515 -0.83836 -0.275
C 1.79431 0.01894 -0.21835 -0.273
C 2.76263 0.35412 0.48788 -0.027
C 3.66416 -0.24311 1.48960 -0.673
H -3.33254 0.34086 0.80763 0.203
H -3.35397 1.49945 -0.52387 0.203
H -4.18909 -0.04600 -0.68594 0.213
H -2.00286 -1.26792 -0.62272 0.199
H -2.02252 -0.10835 -1.94086 0.196
H -0.72940 0.34883 0.80065 0.215
H -0.76637 1.52275 -0.49338 0.216
H 1.44261 -1.19750 -0.32672 0.341
H 0.49352 -0.58649 -1.84430 0.224
H 3.54109 0.29772 2.42862 0.233
H 4.70829 -0.11919 1.20155 0.228
H 3.49216 -1.31012 1.69554 0.195
```

---

Most stable pick: version Q. Distance to second place: 2.637 eV.